[1]
2 unconnected molecules or ions with the total composition C10H18F6O3P. Source: the OMol25 dataset; level of theory: wB97M-V/def2-TZVPD.

Output
Highest occupied orbital energy, eV: -7.723
Charge: -1
Max |F|, eV/Å: 6.57
LUMO energy, eV: 2.62

Each line ends with the Löwdin charge.
Geometry (Å):
1 C 5.70834 0.55308 1.44213  -0.115
2 C 4.56375 1.37449 0.77268  -0.246
3 C 3.22726 0.62285 0.97124  -0.227
4 C 2.24286 0.75290 -0.20816  -0.204
5 C 0.80386 0.58638 0.33550  -0.211
6 C -0.19385 0.01824 -0.67820  -0.108
7 C -1.50973 -0.38737 0.02072  -0.220
8 O -1.21435 -1.62581 0.69963  0.085
9 C -1.58803 -1.45047 1.99432  -0.612
10 O -1.09473 -1.90208 2.90682  0.235
11 O -2.63951 -0.57407 1.94991  0.067
12 C -2.03985 0.47901 1.15049  -0.309
13 C -2.93492 1.65092 0.83393  -0.003
14 H 5.24147 0.00109 2.25660  0.060
15 H 6.44929 1.19897 1.91098  0.058
16 H 6.14386 -0.14596 0.73220  0.066
17 H 4.50023 2.29209 1.35683  0.094
18 H 4.78068 1.61025 -0.26643  0.097
19 H 2.72719 1.08471 1.82313  0.108
20 H 3.35479 -0.44128 1.16363  0.111
21 H 2.43296 0.01246 -0.98500  0.111
22 H 2.28805 1.74571 -0.66276  0.108
23 H 0.86578 -0.14144 1.15088  0.113
24 H 0.47499 1.52556 0.78385  0.110
25 H -0.37932 0.67524 -1.52858  0.125
26 H 0.21889 -0.90811 -1.07454  0.125
27 H -2.27994 -0.45567 -0.75869  0.145
28 H -1.30987 0.89407 1.85690  0.143
29 H -3.66706 1.43746 0.05889  0.091
30 H -2.31543 2.49138 0.52305  0.085
31 H -3.40896 1.96717 1.76170  0.086
32 F -5.65907 -2.19959 -3.94335  -0.210
33 P -4.20846 -2.14290 -3.18404  0.311
34 F -3.79218 -2.05149 -4.76657  -0.212
35 F -4.84687 -0.88636 -2.33694  -0.220
36 F -4.87824 -3.10366 -2.04030  -0.207
37 F -2.90851 -1.16342 -2.91752  -0.222
38 F -3.15535 -3.39435 -3.10491  -0.207

[2]
A gas-phase ion, C3H9IN3 (charge +1). Source: the OMol25 dataset; level of theory: wB97M-V/def2-TZVPD.

Output
Highest occupied orbital energy, eV: -13.406
SMILES string: C[C@](N)(I)/C=[NH+]/N
Charge: +1
ΔE to the lowest compared entry with this formula, charge and spin, kcal/mol: 51.5
Max |F|, eV/Å: 5.47
LUMO energy, eV: -4.65

Each line ends with the Löwdin charge.
Geometry (Å):
1 C 0.12664 0.67947 0.52885  -0.034
2 C 0.51556 -1.75907 0.76880  -0.087
3 C 0.90782 -0.56120 -0.13784  -0.875
4 N -0.82488 1.22656 -0.17307  -0.032
5 N -1.65491 2.15854 0.26785  0.099
6 N 0.31719 -0.76633 -1.48380  0.066
7 I 2.99617 0.00231 0.02412  0.923
8 H 0.47254 1.19857 1.42064  0.136
9 H 1.02488 -2.64024 0.48534  0.084
10 H -0.44787 -2.05722 0.59881  0.062
11 H 0.51964 -1.45796 1.75355  0.062
12 H -1.38510 2.55629 1.09006  0.082
13 H -2.25728 2.63400 -0.50070  0.198
14 H -1.44392 0.68258 -0.83149  0.210
15 H 0.68920 -0.18383 -2.10771  0.026
16 H 0.44432 -1.71246 -1.70341  0.081

[3]
A gas-phase ion, C4H9O2 (charge -1). Source: the OMol25 dataset; level of theory: wB97M-V/def2-TZVPD.

Output
Highest occupied orbital energy, eV: -3.272
SMILES string: C[C@@H]([O-])CCO
Charge: -1
ΔE to the lowest compared entry with this formula, charge and spin, kcal/mol: 61.4
Max |F|, eV/Å: 3.41
LUMO energy, eV: 4.42

Each line ends with the Löwdin charge.
Geometry (Å):
1 C -0.71573 -0.96476 1.39393  -0.362
2 O -0.27057 -2.20303 1.04174  -0.126
3 C -0.17567 0.26131 0.60599  -0.221
4 C 0.17554 -0.11996 -0.77950  -0.690
5 C 0.58939 1.23653 -1.33096  -0.121
6 O 1.03185 -1.14966 -0.92049  -0.251
7 H -1.74340 -0.86305 1.16072  0.075
8 H -0.48565 -0.80825 2.45147  0.094
9 H 0.70031 0.81720 1.02293  0.103
10 H -1.04362 1.07907 0.69212  0.141
11 H -0.83692 -0.41250 -1.29547  0.141
12 H 0.69911 2.04410 -0.55347  0.051
13 H 1.65792 1.13372 -1.60964  0.065
14 H 0.07532 1.80521 -2.15504  0.062
15 H 0.34211 -1.85592 0.27567  0.040

Which formula does entry 3 have? C4H9O2